Here is a structure of composition C59H158As2F12N20O22 at a distorted geometry from the Open Molecules 2025 dataset. Energies are from ωB97M-V/def2-TZVPD.

```
273
C59H158As2F12N20O22 | the Open Molecules 2025 dataset | ωB97M-V/def2-TZVPD
As 21.0879 16.3570 -12.6586
F 20.1400 17.8793 -13.0214
F 19.8243 15.3988 -13.5584
F 21.7949 14.8238 -12.1400
F 22.3780 17.2830 -11.8577
F 20.1066 16.2345 -11.1655
F 22.0494 16.5924 -14.1422
As 14.7050 12.6570 -15.8654
F 15.6627 14.2003 -15.9314
F 16.2615 11.6946 -15.7443
F 13.7245 11.1350 -16.0290
F 13.2103 13.5466 -15.9084
F 14.7321 12.7152 -17.6821
F 14.6802 12.7223 -14.0657
C 7.0895 14.6835 -13.0307
C 7.7824 13.3509 -12.7771
C 9.2706 13.3999 -13.2736
O 9.9978 12.2287 -12.9239
C 11.4121 12.2940 -13.3244
N 7.7765 12.9348 -11.3853
H 6.0041 14.5962 -12.9824
H 7.3382 15.0819 -14.0143
H 7.4774 15.3632 -12.2720
H 7.3602 12.5620 -13.3995
H 9.7619 14.2341 -12.7728
H 9.2604 13.5309 -14.3556
H 12.0387 12.8848 -12.6562
H 11.4127 12.6644 -14.3495
H 11.9036 11.3211 -13.3195
H 6.7945 12.9548 -11.1499
H 8.0827 13.7408 -10.8594
C 9.4324 15.8566 -17.2193
C 8.3010 16.1976 -16.3030
C 7.8091 17.6947 -16.5098
O 6.8063 18.0414 -15.6105
C 7.2284 18.1962 -14.2813
N 7.2699 15.2069 -16.5016
H 10.2244 16.6044 -17.1793
H 9.1367 15.5926 -18.2347
H 9.9455 14.9832 -16.8168
H 8.5875 16.1216 -15.2541
H 7.2872 17.8268 -17.4575
H 8.6459 18.3920 -16.4695
H 7.9728 18.9528 -14.0330
H 7.4994 17.2390 -13.8359
H 6.3632 18.5402 -13.7146
H 6.9908 15.2910 -17.4686
H 6.4557 15.5467 -16.0100
C 14.3175 15.7743 -18.8777
C 13.5583 16.8739 -19.6206
C 13.6772 18.2731 -18.7680
O 12.6446 19.2438 -19.1864
C 11.2210 18.9643 -18.9641
N 14.0111 16.9996 -21.0097
H 14.4615 14.8677 -19.4653
H 13.8038 15.5052 -17.9548
H 15.3314 16.0895 -18.6310
H 12.5057 16.5925 -19.6506
H 14.5810 18.8149 -19.0469
H 13.5327 18.1726 -17.6923
H 10.5670 19.8360 -18.9912
H 11.0084 18.5548 -17.9766
H 10.8132 18.3342 -19.7545
H 15.0040 17.1850 -21.0147
H 13.9570 16.1762 -21.5921
C 17.7602 12.5457 -19.1694
O 18.8708 11.7134 -18.8292
C 19.0682 11.5687 -17.4418
C 19.4418 12.9297 -16.7896
N 20.6201 13.5697 -17.4148
C 20.8752 14.7895 -16.7599
C 21.9734 15.5847 -17.5011
O 21.5299 15.9932 -18.8648
C 22.5990 16.4957 -19.6228
H 18.0706 13.5598 -18.9176
H 16.8039 12.2338 -18.7496
H 17.5915 12.6110 -20.2443
H 19.8731 10.8520 -17.2785
H 18.1383 11.2548 -16.9676
H 19.6918 12.8936 -15.7292
H 18.5869 13.5907 -16.9317
H 20.3177 13.8513 -18.3364
H 21.0244 14.6090 -15.6954
H 20.0008 15.4317 -16.8658
H 22.8942 15.0013 -17.4997
H 22.1932 16.4536 -16.8808
H 22.2835 17.1896 -20.4019
H 23.1338 15.6791 -20.1078
H 23.3119 17.1398 -19.1080
C 15.3896 6.7998 -18.6844
O 15.1846 7.9722 -19.3881
C 14.0125 8.6966 -18.9173
C 13.9828 10.1855 -19.2327
N 13.5028 10.4234 -20.6013
C 13.4194 11.8545 -20.8515
C 12.1993 12.6572 -20.3820
O 11.1758 12.4467 -21.4183
C 9.8582 12.8296 -21.0771
H 16.2832 6.2156 -18.9042
H 14.4883 6.1868 -18.6872
H 15.5808 7.1492 -17.6698
H 13.7736 8.6938 -17.8538
H 13.1448 8.2556 -19.4080
H 14.9740 10.5579 -18.9743
H 13.1650 10.5744 -18.6260
H 12.5998 10.0072 -20.7788
H 13.3325 12.0310 -21.9236
H 14.3351 12.3005 -20.4635
H 12.5046 13.6968 -20.5009
H 11.9482 12.5580 -19.3260
H 9.7322 13.7566 -20.5176
H 9.4757 11.9937 -20.4914
H 9.1642 12.8521 -21.9174
C 17.7430 17.2818 -20.0553
O 16.7725 17.6972 -20.9221
C 16.7566 19.0501 -21.3823
C 15.9382 19.2108 -22.6652
N 14.5098 19.4216 -22.3775
C 13.6848 19.4064 -23.6017
C 12.2742 19.8070 -23.4317
O 12.1440 21.1183 -22.7903
C 10.7895 21.2389 -22.2723
H 17.6466 16.2516 -19.7125
H 17.6391 17.9356 -19.1894
H 18.6915 17.3394 -20.5893
H 17.7675 19.3118 -21.6949
H 16.5788 19.7716 -20.5848
H 16.1462 18.3406 -23.2877
H 16.3607 20.0537 -23.2120
H 14.1766 18.6304 -21.8454
H 13.6094 18.3781 -23.9551
H 14.1348 20.0850 -24.3264
H 11.7936 19.0603 -22.7995
H 11.8576 19.9463 -24.4292
H 10.5777 22.1995 -21.8027
H 10.4638 20.3998 -21.6574
H 10.1289 21.1824 -23.1375
C 6.8882 11.6058 -18.8002
O 7.6443 11.0681 -17.7230
C 8.9413 11.5898 -17.5370
C 9.6796 11.0509 -16.2299
N 9.7740 9.5957 -16.2099
C 10.8814 9.1243 -17.0975
C 10.6434 7.6108 -17.4689
O 9.5120 7.3792 -18.2642
C 9.5701 7.9325 -19.5100
H 7.0034 12.6856 -18.8945
H 5.8309 11.3954 -18.6394
H 7.1591 11.0773 -19.7142
H 8.9171 12.6790 -17.5032
H 9.5469 11.2864 -18.3909
H 9.2989 11.3886 -15.2660
H 10.6878 11.4644 -16.2542
H 8.9268 9.3351 -16.6941
H 11.7991 9.1829 -16.5121
H 11.0760 9.7152 -17.9925
H 10.5842 6.8514 -16.6892
H 11.5714 7.2863 -17.9397
H 10.5049 7.6618 -20.0009
H 9.4211 9.0112 -19.4623
H 8.8588 7.4762 -20.1984
C 11.8725 20.5830 -12.3488
O 11.0693 19.4516 -12.6058
C 11.2960 18.3138 -11.7533
C 10.5269 17.0854 -12.3747
N 10.8347 16.8174 -13.7922
C 12.2545 16.3678 -13.9481
C 12.7499 16.9826 -15.2515
O 13.0150 18.3732 -15.3053
C 14.1703 18.8382 -14.6052
H 11.4177 21.2286 -11.5976
H 12.0463 21.1453 -13.2663
H 12.8699 20.3230 -11.9941
H 10.8483 18.4203 -10.7652
H 12.3760 18.2410 -11.6252
H 9.4548 17.2809 -12.3544
H 10.8566 16.2136 -11.8096
H 10.7284 17.7204 -14.2320
H 12.2963 15.2792 -13.9831
H 12.9470 16.7040 -13.1763
H 12.1023 16.7072 -16.0839
H 13.7139 16.5180 -15.4587
H 15.1417 18.5345 -14.9954
H 13.9364 18.7448 -13.5447
H 14.3820 19.9046 -14.6827
C 17.3950 16.8881 -15.7614
O 18.0554 17.8543 -16.5399
C 19.4000 18.2805 -16.3061
C 20.1232 18.9665 -17.4630
N 19.7371 20.3013 -17.5363
C 19.9485 20.9589 -18.8561
C 21.4825 21.2778 -18.9636
O 22.2746 20.1368 -19.1588
C 23.6766 20.4737 -19.2995
H 17.8225 15.8953 -15.9019
H 16.3349 16.7741 -15.9882
H 17.4653 17.1500 -14.7057
H 19.9731 17.4197 -15.9617
H 19.4290 18.8683 -15.3886
H 19.9897 18.3992 -18.3841
H 21.1959 18.9917 -17.2713
H 18.7362 20.2086 -17.4385
H 19.3682 21.8681 -19.0130
H 19.7791 20.2385 -19.6564
H 21.7427 21.7577 -18.0202
H 21.6666 22.0572 -19.7030
H 24.0065 20.9958 -18.4014
H 23.8328 21.0947 -20.1815
H 24.1870 19.5192 -19.4285
C 21.8641 6.8928 -9.8518
O 22.1412 7.4862 -11.1276
C 22.4880 8.8796 -10.9644
C 22.2209 9.5300 -12.3375
N 20.7112 9.5160 -12.4766
C 20.1854 10.0361 -13.7200
C 18.7242 9.6824 -13.8218
O 18.7234 8.3306 -14.3669
C 17.5191 8.1522 -15.1931
H 21.0340 7.4435 -9.4094
H 22.7439 6.9113 -9.2086
H 21.5994 5.8391 -9.9397
H 23.5556 8.9263 -10.7494
H 22.0326 9.4352 -10.1447
H 22.8501 9.0761 -13.1031
H 22.6172 10.5348 -12.1913
H 20.3642 8.5932 -12.2572
H 20.6960 9.6826 -14.6158
H 20.2694 11.1216 -13.6678
H 18.2530 10.4527 -14.4322
H 18.2234 9.7148 -12.8542
H 17.7068 8.4291 -16.2305
H 16.6000 8.6204 -14.8408
H 17.1781 7.1187 -15.2541
C 17.1992 10.4366 -22.1491
O 18.2878 10.7316 -22.6542
N 16.0885 10.9821 -22.5682
N 17.0373 9.6099 -21.1336
H 16.2701 11.7009 -23.2541
H 15.1714 10.7232 -22.2333
H 17.8118 9.1360 -20.6911
H 16.1259 9.2782 -20.8520
C 11.5220 12.2473 -10.0226
O 10.4071 11.8215 -10.2097
N 12.6387 11.5069 -9.8796
N 11.7139 13.5262 -9.9157
H 12.5284 10.5063 -9.7980
H 13.4900 12.0270 -9.7217
H 12.6201 13.9403 -9.7499
H 10.8851 14.0898 -10.0403
C 10.7180 9.0279 -12.3552
O 9.8731 9.7308 -11.8383
N 10.8204 8.7904 -13.6018
N 11.6221 8.4198 -11.6689
H 10.1660 9.2321 -14.2317
H 11.5621 8.2264 -13.9915
H 11.6213 8.4523 -10.6595
H 12.2634 7.8712 -12.2237
C 16.7532 14.5375 -11.9967
O 17.4603 14.8100 -11.0358
N 15.4896 14.6484 -12.1077
N 17.2806 14.1795 -13.1518
H 15.0364 14.9939 -11.2738
H 14.9246 14.4122 -12.9109
H 18.2884 14.2013 -13.0894
H 16.6616 13.9817 -13.9250
C 15.1142 10.0262 -11.9283
O 15.0434 9.1445 -11.0900
N 15.7180 11.0736 -11.6529
N 14.6085 9.9638 -13.1015
H 15.7446 11.8784 -12.2626
H 16.2112 11.0582 -10.7716
H 13.9335 9.2221 -13.2216
H 14.9028 10.6616 -13.7698
```

charge: -2
LUMO level: 2.87 eV
HOMO-LUMO gap: 7.72 eV
electronic energy: -10763.07893 a.u.